The following is a DFT calculation (ωB97M-V with the def2-TZVPD basis set) of a cluster of 6 separate species, C57H80BO10P2 in total in a non-equilibrium geometry.

Geometry as XYZ:
```
150
Properties=species:S:1:pos:R:3:forces:R:3
C 10.09402 -3.06994 1.56607 -0.466 0.273 -0.810
C 9.70120 -1.50171 1.52520 0.946 -2.459 1.051
O 8.82723 -1.32459 0.38564 1.995 2.462 0.176
P 9.21203 0.04258 -0.52837 -1.834 0.491 -3.703
O 8.64124 -0.20518 -1.90332 0.519 -0.317 1.743
C 8.39459 1.61005 0.08014 0.100 0.006 0.352
C 6.95567 1.29139 0.66227 1.461 -0.042 -0.305
C 6.36999 2.55794 1.42485 -0.550 -0.248 -1.014
C 5.86436 1.98584 2.81875 -0.783 -0.921 0.011
P 7.07023 2.15929 4.22620 -0.095 3.366 1.573
O 6.71176 3.38138 5.02418 0.381 -1.566 -0.645
O 7.04169 0.83799 5.24797 0.088 0.277 -1.650
O 8.64880 2.34528 3.74533 -1.459 -1.364 0.561
O 7.18158 3.70301 1.59313 -0.041 -1.578 0.823
B 6.13150 4.76561 1.73705 -0.406 1.099 -0.044
O 5.40071 4.60429 0.45578 -0.945 -1.557 0.423
C 5.28287 3.17367 0.38936 -0.078 0.681 -1.913
C 3.81992 2.55538 0.35319 0.116 -0.018 1.197
C 2.73423 3.48495 1.01779 0.547 0.147 0.318
O 1.76056 3.98149 0.04422 -0.892 -1.200 1.182
C 0.53932 3.26800 0.34459 -0.265 0.105 -0.481
C -0.62302 3.65877 -0.65338 1.535 1.054 -0.309
O -1.88937 3.87000 0.02183 -0.089 -1.867 -0.660
C -2.65691 2.71962 0.06130 -1.908 -2.371 0.080
C -4.12157 2.85252 0.12721 0.844 -1.533 -0.020
C -5.01212 1.67989 0.13476 2.437 0.304 0.112
C -4.49003 0.28874 0.07352 1.238 2.052 0.247
C -5.49793 -0.92082 0.05941 -0.735 0.817 -1.604
C -6.77696 -0.39148 -0.77725 -0.171 -1.476 0.356
C -4.94546 -2.16410 -0.81068 0.148 0.269 0.387
C -6.06301 -1.33777 1.47418 0.690 -0.243 -0.148
C -5.00900 -1.57530 2.62152 -0.566 -0.022 1.440
C -3.80386 -2.51755 2.25505 -0.861 -0.549 0.013
C -4.49657 -0.22179 3.31588 0.300 -1.413 -0.959
C -5.80619 -2.33470 3.79382 0.168 0.516 -0.803
C -3.02743 0.16950 0.02243 -0.689 2.123 -0.108
C -2.12854 1.34299 0.01740 -1.934 0.415 0.092
O 10.84330 0.29996 -0.73729 -1.532 -0.905 1.473
C 11.51209 -0.86210 -1.31123 0.465 0.327 0.439
C 13.02206 -0.81757 -0.84961 -0.441 -0.736 -0.198
H 9.50569 -3.59342 0.75524 0.521 0.608 0.823
H 9.80620 -3.56632 2.52731 0.527 0.546 -0.726
H 11.17648 -3.23799 1.30284 -1.025 0.170 0.564
H 9.22298 -1.28400 2.51469 0.062 0.297 -1.125
H 10.67355 -0.95011 1.45531 -1.075 -0.040 -0.101
H 9.02208 2.19862 0.79767 -0.675 -0.563 -0.444
H 8.23224 2.23799 -0.84226 0.604 -0.771 0.819
H 7.04869 0.36711 1.29674 -0.225 0.997 -0.327
H 6.28714 1.02682 -0.20375 0.628 0.165 0.928
H 5.57871 0.88936 2.76865 0.365 1.083 -0.283
H 4.91985 2.51061 3.14762 1.330 -0.229 0.054
H 6.14565 0.47255 5.34873 0.381 0.339 -0.111
H 9.02759 3.01740 4.34524 -0.454 -0.215 -0.365
H 6.51487 5.89139 1.92737 0.690 0.204 -0.370
H 5.34739 4.61981 2.65772 -0.112 -0.631 0.395
H 5.64037 2.99798 -0.67506 0.180 -0.497 1.249
H 3.84559 1.59445 0.95815 -0.028 0.874 -0.716
H 3.54043 2.25305 -0.69655 0.134 0.607 1.080
H 3.16544 4.38810 1.53237 -0.003 -0.957 -0.793
H 2.22692 2.88619 1.83237 0.247 0.681 -0.899
H 0.18537 3.54644 1.37553 0.240 -0.373 -0.793
H 0.80302 2.17245 0.30557 -0.578 0.836 0.105
H -0.71133 2.95895 -1.53100 -0.148 0.525 1.022
H -0.32894 4.66496 -1.07645 -0.392 -1.008 0.531
H -4.51746 3.90285 0.16050 0.232 -1.284 -0.020
H -6.09899 1.91997 0.20267 1.101 -0.454 -0.089
H -6.50036 -0.09470 -1.82363 -0.161 0.054 1.092
H -7.46067 -1.29058 -0.88879 0.604 0.959 0.122
H -7.36881 0.37889 -0.22133 0.643 -0.482 -0.673
H -4.87981 -3.09389 -0.18220 -0.152 0.844 -0.712
H -3.92315 -1.96071 -1.22166 -0.881 -0.154 0.432
H -5.60425 -2.35182 -1.70808 0.564 0.126 1.091
H -6.61945 -2.31254 1.32683 0.450 0.990 0.056
H -6.81799 -0.56820 1.81854 0.834 -0.749 -0.311
H -3.19880 -2.67160 3.19008 -0.239 0.315 -1.059
H -4.21434 -3.54099 1.98815 0.404 1.023 0.271
H -3.19811 -2.19176 1.37562 -0.351 -0.073 1.009
H -5.37168 0.46714 3.41890 0.947 -0.383 0.072
H -3.67430 0.20437 2.67425 -0.933 -0.038 0.868
H -4.07726 -0.55236 4.31168 -0.432 0.740 -0.938
H -6.51651 -1.61921 4.30579 0.800 -0.788 -0.436
H -5.05113 -2.74232 4.52228 -0.965 0.319 -0.559
H -6.41587 -3.14806 3.32087 0.575 0.431 0.683
H -2.53095 -0.82288 -0.04772 -0.518 0.897 0.091
H -1.02875 1.18685 -0.02224 -1.067 0.003 0.023
H 11.01449 -1.77293 -0.87706 0.533 0.638 -0.866
H 11.38395 -0.79316 -2.42472 0.120 -0.317 1.120
H 13.30421 0.10851 -0.28947 -0.478 -0.649 -0.714
H 13.18245 -1.68513 -0.15066 0.121 0.815 -0.719
H 13.66070 -0.94198 -1.76053 -0.289 0.123 0.970
C -8.73104 -4.19715 -1.18405 -0.019 -0.025 -0.053
C -8.25515 -5.46863 -1.48185 -0.010 0.007 0.025
C -8.78500 -6.17749 -2.55348 -0.016 0.045 0.008
C -9.78476 -5.61094 -3.33460 0.013 -0.016 0.003
C -10.25830 -4.33854 -3.04030 -0.003 0.009 0.021
C -9.73495 -3.63332 -1.96331 0.025 -0.024 0.013
H -8.31803 -3.64457 -0.34747 -0.014 -0.027 -0.034
H -7.47018 -5.90821 -0.87688 -0.038 0.025 -0.026
H -8.41780 -7.17171 -2.78060 -0.004 0.049 0.002
H -10.19486 -6.16183 -4.17326 -0.004 0.025 0.049
H -11.03722 -3.89603 -3.65095 0.031 -0.032 0.034
H -10.10862 -2.64256 -1.73115 0.030 -0.032 -0.015
C -10.37957 4.40023 -1.23547 0.031 0.017 0.004
C -9.48687 3.35966 -1.46221 -0.001 0.022 0.001
C -8.12176 3.61396 -1.51695 -0.002 -0.007 0.020
C -7.64826 4.90788 -1.33527 -0.018 -0.008 0.008
C -8.54066 5.94782 -1.10488 -0.015 -0.014 -0.006
C -9.90650 5.69516 -1.05913 0.026 -0.044 -0.003
H -11.44464 4.20227 -1.19609 0.049 0.008 -0.001
H -9.85554 2.34897 -1.59725 0.023 0.046 -0.005
H -7.42577 2.80294 -1.70050 -0.017 0.039 0.002
H -6.58303 5.10510 -1.37329 -0.047 -0.017 -0.008
H -8.17110 6.95680 -0.96158 -0.017 -0.053 -0.012
H -10.60260 6.50740 -0.88478 0.031 -0.034 0.000
C 5.80793 -6.06502 0.02125 -0.004 0.003 -0.017
C 6.51452 -4.86775 -0.00009 -0.041 -0.121 0.022
C 6.76479 -4.23254 -1.20715 0.001 -0.003 -0.055
C 6.29971 -4.78281 -2.39524 -0.019 -0.079 0.024
C 5.58944 -5.97704 -2.37459 0.022 0.008 0.025
C 5.34761 -6.62130 -1.16664 0.017 0.043 0.022
H 5.61458 -6.56419 0.96411 0.004 0.018 -0.042
H 6.87248 -4.42613 0.92327 -0.023 -0.031 -0.036
H 7.32145 -3.30884 -1.21825 0.062 0.197 -0.036
H 6.49200 -4.28102 -3.33639 -0.004 -0.002 0.060
H 5.22503 -6.40709 -3.30089 0.017 0.016 0.047
H 4.79834 -7.55577 -1.15065 0.014 0.041 0.001
C -13.39556 -6.73460 -2.34502 -0.018 0.009 -0.003
C -12.91897 -8.00564 -2.64169 -0.018 -0.012 -0.009
C -13.44860 -8.71452 -3.71319 -0.010 0.051 -0.004
C -14.44896 -8.14786 -4.49449 0.019 0.011 0.026
C -14.92288 -6.87529 -4.19997 0.008 -0.009 0.007
C -14.39938 -6.17008 -3.12278 0.031 -0.045 -0.013
H -12.98429 -6.18327 -1.50731 0.006 -0.024 -0.054
H -12.13402 -8.44455 -2.03638 -0.037 0.033 -0.025
H -13.08122 -9.70863 -3.94040 -0.009 0.047 0.005
H -14.85882 -8.69874 -5.33323 0.016 0.027 0.039
H -15.70192 -6.43272 -4.81038 0.036 -0.025 0.034
H -14.77289 -5.17962 -2.89003 0.022 -0.039 -0.012
C 9.25793 7.84767 1.70357 0.067 0.071 -0.011
C 9.97609 9.03790 1.67936 -0.010 -0.042 -0.046
C 10.21548 9.68224 0.47090 -0.012 0.001 -0.009
C 9.72783 9.14045 -0.71252 -0.010 -0.019 0.032
C 9.00645 7.95180 -0.68702 0.086 0.080 0.065
C 8.77498 7.30290 0.52026 -0.001 -0.133 -0.112
H 9.07362 7.34333 2.64508 -0.060 -0.008 -0.076
H 10.35050 9.46383 2.60392 -0.009 -0.016 -0.040
H 10.78128 10.60729 0.45150 -0.029 -0.024 0.001
H 9.90996 9.64506 -1.65513 -0.004 -0.013 0.037
H 8.62448 7.52997 -1.60981 0.006 0.002 0.061
H 8.21706 6.37372 0.54035 -0.039 0.076 0.067
```
Positions in Å, forces in eV/Å.

Calculated values
HOMO level (eV): -4.733
Calculated total energy (eV): -100137.5391
Charge: -1
Orbital gap (eV): 6.31